# C2H7N2S

A 2-piece molecular cluster, C2H7N2S overall at a distorted geometry (ωB97M-V/def2-TZVPD, the Open Molecules 2025 dataset).

Properties
Highest occupied orbital energy = -2.65 eV
Orbital gap = 6.77 eV
Net charge = -1
Relative energy (zero: lowest compared OMol25 entry of this formula, charge and spin) = 1.0517 eV

Bonds (Å) are listed after each position.
Positions of all 12 atoms, in Å:
1 C 2.0560 -1.4840 -0.1742  S2 1.822, H3 1.091, H4 1.093, H5 1.093
2 S 2.0387 0.3289 0.0084  C1 1.822
3 H 3.0599 -1.9117 -0.1504  C1 1.091
4 H 1.5291 -1.9859 0.6419  C1 1.093
5 H 1.5087 -1.7684 -1.0763  C1 1.093
6 N -0.9859 0.5953 -0.1861  C7 1.374, H9 1.054, H10 1.017
7 C -2.1138 0.0345 0.3625  N6 1.374, N8 1.284, H11 1.095
8 N -3.3420 0.3356 0.1396  C7 1.284, H12 1.024
9 H -0.1232 0.0885 0.1466  N6 1.054
10 H -0.6760 1.5200 0.1015  N6 1.017
11 H -1.9655 -0.6887 1.1714  C7 1.095
12 H -3.3968 1.3200 -0.1372  N8 1.024

# C5H15NO2

A 3-piece molecular cluster, C5H15NO2 overall at a distorted geometry (ωB97M-V/def2-TZVPD, the Open Molecules 2025 dataset).

Properties
Highest occupied orbital energy = -9.26 eV
Orbital gap = 10.04 eV
SMILES string = C/C=C/CNC.O.O
Relative energy (zero: lowest compared OMol25 entry of this formula, charge and spin) = 1.2700 eV

Bonds (Å) are listed after each position.
Positions of all 23 atoms, in Å:
1 C -0.7677 -1.3980 -2.4479  N2 1.458, H7 1.095, H8 1.090, H9 1.093
2 N 0.0029 -0.4433 -1.6602  C1 1.458, C3 1.467, H10 1.013
3 C 0.6079 -1.0425 -0.4661  N2 1.467, C6 1.480, H11 1.097, H12 1.098
4 C 2.0512 1.5327 2.1375  C5 1.500, H13 1.084, H14 1.092, H15 1.094
5 C 1.3994 0.3876 1.4213  C4 1.500, C6 1.334, H16 1.093
6 C 1.5672 -0.1391 0.2073  C3 1.480, C5 1.334, H17 1.095
7 H -1.1604 -0.9292 -3.3561  C1 1.095
8 H -1.6796 -1.7429 -1.9607  C1 1.090
9 H -0.1181 -2.2172 -2.7657  C1 1.093
10 H 0.7348 -0.0683 -2.2520  N2 1.013
11 H -0.1460 -1.2292 0.3082  C3 1.097
12 H 1.0489 -2.0218 -0.6948  C3 1.098
13 H 1.3624 2.3331 2.3828  C4 1.084
14 H 2.9252 1.8802 1.5834  C4 1.092
15 H 2.5018 1.1597 3.0620  C4 1.094
16 H 0.4647 0.0600 1.8840  C5 1.093
17 H 2.4501 0.1380 -0.3780  C6 1.095
18 H -2.1865 0.6042 1.2124  O20 0.999
19 H -3.0492 -0.4250 1.9312  O20 0.957
20 O -2.1611 -0.0693 1.9497  H18 0.999, H19 0.957
21 H -2.6705 1.2579 -1.0064  O23 0.967
22 H -1.2106 0.9204 -0.7193  O23 0.987
23 O -1.9666 1.4517 -0.3727  H21 0.967, H22 0.987

# C4H7NO

One molecule with the formula C4H7NO at a distorted geometry (ωB97M-V/def2-TZVPD, the Open Molecules 2025 dataset).

Properties
Highest occupied orbital energy = -9.10 eV
Orbital gap = 10.18 eV
SMILES string = C=C1C[C@@H]1ON
Relative energy (zero: lowest compared OMol25 entry of this formula, charge and spin) = 5.0161 eV

Bonds (Å) are listed after each position.
Positions of all 13 atoms, in Å:
1 C -0.5007 0.4807 -0.5403  C2 1.349, C3 1.468, C4 1.492
2 C -1.0158 -0.3271 -1.4896  C1 1.349, H7 1.071, H8 1.096
3 C 0.2500 1.6636 -0.1004  C1 1.468, C4 1.539, H9 1.039, H10 1.031
4 C -0.0199 0.5008 0.8717  C1 1.492, C3 1.539, O6 1.377, H11 1.064
5 N 0.6672 -1.7020 1.1419  O6 1.470, H12 1.007, H13 1.023
6 O 1.0755 -0.2895 1.1400  C4 1.377, N5 1.470
7 H -1.4327 -1.2739 -1.2125  C2 1.071
8 H -1.1612 -0.0134 -2.5296  C2 1.096
9 H 1.1553 1.6256 -0.6097  C3 1.039
10 H -0.1382 2.5249 0.3122  C3 1.031
11 H -0.6315 0.7484 1.7061  C4 1.064
12 H 1.5930 -2.0867 1.0435  N5 1.007
13 H 0.1590 -1.8513 0.2667  N5 1.023

Number 1 is which compound?
C2H7N2S